1.
Molecular formula: C6H8O2
Method: DFT, ωB97M-V with the def2-TZVPD basis set

Output
Orbital gap   10.4 eV
M   112.13 Da
Energy relative to the best compared isomer or geometry (same formula, charge and spin)   729.2 kJ/mol
LUMO level   1.0 eV
Highest occupied orbital energy   -9.42 eV

Positions of all 16 atoms, in Å:
O1 -0.672462 -0.100778 -1.161316
C1 0.536880 0.395555 -0.900168
H1 -1.651122 2.706957 0.825258
C2 0.749963 -1.498153 0.113793
C3 -0.033943 0.707857 0.479591
H2 2.274459 -1.409573 -1.284212
C4 -1.388565 1.398142 0.426184
C5 -0.576425 -0.661273 0.110455
H3 0.506026 0.648980 1.440471
H4 -1.775583 1.006671 -0.481268
H5 -2.197148 0.951534 1.103558
O2 2.007598 -0.825772 0.689191
H6 0.948060 1.244635 -1.525456
C6 1.644369 -0.700061 -0.722692
H7 0.947406 -2.531770 0.403277
H8 -1.319514 -1.332950 0.483336

Cartesian forces, eV/Å:
O -1.377 -5.043 -5.750
C 5.237 5.667 -1.360
H 1.425 -3.872 -1.947
C 1.531 -0.435 1.581
C -0.875 -0.527 4.181
H -0.106 1.676 -0.912
C -2.690 4.383 3.637
C 2.295 -2.870 2.131
H 0.098 0.965 -0.745
H -0.995 1.988 -0.896
H 1.705 0.220 -0.028
O -1.978 0.263 -1.450
H -1.153 -0.791 0.245
C -0.817 -2.274 1.778
H -0.903 0.033 -0.739
H -1.397 0.618 0.271

=====

2.
Molecular formula: C3H7IN
Method: DFT, ωB97M-V with the def2-TZVPD basis set

Output
Orbital gap (alpha / beta)   8.5 / 8.5 eV
M   184.00 Da
Energy relative to the best compared isomer or geometry (same formula, charge and spin)   524.0 kJ/mol
LUMO level (alpha / beta)   -5.9 / -5.9 eV
Highest occupied orbital energy (alpha / beta)   -14.35 / -14.34 eV
Total charge   +1

Positions of all 12 atoms, in Å:
H1 -0.306485 -1.715607 -0.933046
C1 1.183574 0.630796 0.017701
C2 -1.208696 0.763608 0.053411
H2 1.258879 2.516619 -0.526629
C3 0.097488 -1.405152 0.080642
H3 1.215361 -1.760946 0.350830
H4 -0.638172 -1.851094 0.759599
H5 -1.235768 1.564761 0.703498
H6 -1.677772 1.117372 -0.854781
N1 0.059453 0.044739 -0.072908
H7 -1.881184 0.098865 0.412773
I1 3.133319 -0.003959 0.008914

Cartesian forces, eV/Å:
H 1.105 -0.407 0.951
C 0.909 4.608 -2.236
C 0.134 0.188 -2.150
H -0.503 -3.675 1.325
C 0.710 -2.156 -1.437
H -3.032 0.648 -0.938
H 0.282 0.773 0.372
H 0.919 1.649 1.479
H 0.674 -0.089 -0.785
N 1.268 0.731 1.990
H -2.035 -2.300 1.256
I -0.432 0.029 0.174

=====

3.
Molecular formula: C6H17N2
Method: DFT, ωB97M-V with the def2-TZVPD basis set

Output
Orbital gap (alpha / beta)   10.2 / 9.4 eV
M   117.22 Da
Energy relative to the best compared isomer or geometry (same formula, charge and spin)   103.1 kJ/mol
LUMO level (alpha / beta)   1.0 / 0.0 eV
Highest occupied orbital energy (alpha / beta)   -9.14 / -9.40 eV
Spin multiplicity   2

Positions of all 25 atoms, in Å:
H1 1.016729 -1.288185 0.338934
H2 1.121694 0.361974 -2.198868
H3 -2.668827 -1.325568 0.273332
H4 -1.746865 0.107281 -1.690273
H5 1.450224 1.601547 0.831500
N1 -3.325379 1.747559 0.773098
C1 3.088307 0.171215 1.489933
H6 -2.335547 1.898229 0.427002
C2 1.541022 0.586207 1.155356
H7 -3.765555 2.589869 1.071167
C3 1.706230 -0.179786 -1.410518
H8 3.176748 -0.234168 2.465824
N2 -0.392139 0.091308 -0.208301
H9 2.642736 0.497984 -1.329605
H10 -1.372788 -2.462200 -0.074913
H11 -3.861927 1.566564 -0.062138
H12 0.963429 0.311690 2.026733
H13 3.308944 -0.518538 0.702114
H14 -0.634704 -1.342168 -2.007764
H15 2.023350 -1.212532 -1.792323
C4 0.981449 -0.256067 -0.050559
C5 -1.961471 -1.688498 -0.539675
C6 -1.138318 -0.650043 -1.188554
H16 -2.509633 -2.241534 -1.321765
H17 3.911305 0.919518 1.651563

Cartesian forces, eV/Å:
H -0.004 -0.203 -0.389
H 0.187 -0.760 0.755
H 0.724 -0.221 -1.144
H -0.182 -0.306 -0.235
H -0.139 0.842 0.405
N 1.314 -0.574 -1.034
C -1.165 1.641 -0.331
H -1.555 0.032 0.826
C 2.349 -1.167 -0.838
H 0.311 0.996 0.607
C 2.007 0.678 -0.727
H -0.521 -1.311 0.774
N -0.089 -0.031 -0.281
H -1.216 -1.338 0.038
H 0.610 -0.145 0.278
H -0.038 -0.545 -0.379
H -0.427 0.474 0.043
H 0.911 -0.561 -0.061
H 0.067 1.997 1.268
H -0.449 1.619 0.437
C 0.141 -0.139 1.007
C -2.555 -0.876 1.464
C 1.007 -0.573 -1.606
H -0.190 0.378 0.341
H -1.098 0.094 -1.218

=====

4.
Molecular formula: C7H7ClN2
Method: DFT, ωB97M-V with the def2-TZVPD basis set

Output
Orbital gap (alpha / beta)   7.1 / 6.1 eV
M   154.60 Da
Energy relative to the best compared isomer or geometry (same formula, charge and spin)   720.2 kJ/mol
LUMO level (alpha / beta)   -0.2 / -0.9 eV
Highest occupied orbital energy (alpha / beta)   -7.33 / -6.99 eV

Positions of all 17 atoms, in Å:
H1 -1.580695 0.117462 3.270882
H2 -2.767318 0.390919 1.231692
C1 1.693482 1.416520 1.060662
H3 0.146355 1.511051 -1.654442
H4 2.332479 1.253584 -2.819367
C2 -0.223945 1.070975 -0.709664
C3 -1.559785 0.801655 -0.467513
C4 -0.706724 0.378402 2.850654
H5 2.078330 -0.429702 -3.331686
C5 -0.659479 0.692491 1.592690
H6 -2.269518 0.581105 -1.278811
C6 0.415607 1.104663 0.622663
C7 2.682408 0.246626 -2.697880
H7 0.181799 0.379676 3.407527
Cl1 2.940351 1.706327 0.007192
N1 3.177761 -0.146966 -1.657305
N2 -1.867841 0.617710 0.825327

Cartesian forces, eV/Å:
H -2.837 -0.925 1.584
H 0.441 -0.019 -0.383
C -2.747 -0.683 -1.882
H -0.113 -0.745 0.828
H 0.428 1.123 -0.282
C -0.918 0.653 0.517
C 0.911 -0.277 -2.356
C 2.726 0.506 0.029
H 0.766 -0.302 -0.283
C -1.088 0.621 -2.440
H 0.094 0.539 0.644
C 1.162 0.089 1.742
C -2.483 -0.255 -0.659
H 0.923 -0.004 0.887
Cl 0.649 1.031 0.916
N 1.369 -1.390 0.436
N 0.715 0.037 0.700

=====

5.
Molecular formula: C5H11NO2
Method: DFT, ωB97M-V with the def2-TZVPD basis set

Output
Orbital gap (alpha / beta)   3.0 / 9.4 eV
M   117.15 Da
Energy relative to the best compared isomer or geometry (same formula, charge and spin)   54.7 kJ/mol
LUMO level (alpha / beta)   3.7 / 3.5 eV
Highest occupied orbital energy (alpha / beta)   0.77 / -5.94 eV
Spin multiplicity   2
Total charge   -1

Positions of all 19 atoms, in Å:
O1 -0.804736 0.073553 -3.167404
H1 1.024485 1.608912 1.639188
C1 0.520557 -1.423054 0.692902
H2 -0.280966 -2.102773 0.965192
C2 0.263730 0.838517 1.504177
O2 -1.696751 2.474593 0.209923
H3 -0.733812 -1.020492 -0.890847
H4 0.901256 -0.423099 -1.232342
H5 -0.612166 -0.806347 -3.556553
H6 1.370850 -2.036508 0.386072
H7 -0.454264 1.231205 2.228872
H8 1.951507 -0.432284 2.001143
C3 0.872518 -0.517854 1.897173
C4 0.127483 -0.509609 -0.483988
H9 0.406224 -0.872830 2.812865
H10 0.022006 0.503847 -3.462597
H11 -1.528438 1.094529 -1.317237
C5 -1.226297 1.498625 -0.343467
N1 -0.123190 0.821066 0.116927

Cartesian forces, eV/Å:
O 0.311 -0.209 -0.511
H 0.443 0.102 -0.167
C 0.879 0.148 0.164
H -0.226 0.016 -0.107
C 1.338 1.485 1.137
O -0.314 -0.029 0.120
H -0.330 0.727 -0.663
H 0.105 -0.176 -0.237
H -0.381 -0.182 0.143
H -0.038 -0.106 0.149
H -0.876 -0.499 -0.514
H 0.007 -0.025 0.212
C -0.669 0.072 -1.031
C 0.307 -0.640 1.251
H 0.259 -0.123 0.140
H 0.025 0.433 0.095
H -0.293 0.182 -0.001
C 1.086 0.182 0.127
N -1.632 -1.359 -0.307

=====

6.
Molecular formula: C5H11O2
Method: DFT, ωB97M-V with the def2-TZVPD basis set

Output
Orbital gap   7.3 eV
M   103.14 Da
Energy relative to the best compared isomer or geometry (same formula, charge and spin)   177.0 kJ/mol
LUMO level   3.8 eV
Highest occupied orbital energy   -3.52 eV
Total charge   -1

Positions of all 18 atoms, in Å:
O1 1.931074 -1.141157 -1.865681
H1 -1.216363 0.683805 2.746445
C1 -0.227860 0.850420 2.210694
H2 -0.840090 -2.626478 -1.792441
H3 -0.644133 2.766991 0.082216
H4 -0.032436 -0.354231 0.321639
C2 -0.455344 0.638089 0.598637
O2 0.024761 -0.802740 -2.822762
C3 0.061530 1.951697 -0.033866
H5 0.619012 -3.034159 -0.705892
C4 0.731810 -1.347574 -1.958170
H6 -1.486260 0.426431 0.420777
H7 0.111944 1.877260 2.316386
H8 -0.429070 -1.817332 -0.228152
C5 0.030118 -2.333773 -1.018708
H9 0.214801 1.720092 -1.158074
H10 1.057487 2.429025 0.278552
H11 0.549020 0.113634 2.608401

Cartesian forces, eV/Å:
O 2.655 -0.267 1.226
H 1.303 0.275 -0.339
C -0.862 -1.777 -0.941
H 1.690 -0.200 2.206
H -0.443 -0.018 -0.042
H 0.639 1.700 -0.068
C 1.756 0.253 2.953
O -1.665 0.364 -0.579
C 1.288 -0.824 -2.825
H 3.332 -4.417 1.757
C -0.470 0.536 -0.652
H -0.971 0.624 -0.275
H -0.017 -0.087 0.500
H -0.673 0.330 0.984
C -4.972 3.115 -5.126
H -0.382 0.695 1.549
H -1.183 -1.406 0.110
H -1.024 1.104 -0.438

=====

Record order is preserved below.
E: -10439.1683, -12803.0583, -9474.9988, -22868.0584, -10947.2708, -9458.1947 eV